[1]
C2H5FSi in the gas phase, computed with the ωB97M-V functional and the def2-TZVPD basis.

Values from the calculation:
- Kohn-Sham gap: 11.049 eV
- ΔE to the lowest compared entry with this formula, charge and spin: 250.86 kJ/mol
- E_HOMO: -0.367 Eh
- Structure (SMILES): F/C=C/[SiH3]

Positions of all 9 atoms, in Å:
C  2.05053  0.25113  0.22779
C  1.02404  -0.21939  -0.43771
F  3.34126  0.05183  -0.02048
Si  -0.72314  0.16608  0.08814
H  1.76128  1.01716  1.18307
H  1.38184  -0.91778  -1.30218
H  -1.28059  0.29579  -1.35442
H  -0.67127  1.32202  1.18322
H  -1.45672  -1.11064  0.47591



[2]
C10H10O2 in the gas phase, computed with the ωB97M-V functional and the def2-TZVPD basis.

Values from the calculation:
- Kohn-Sham gap: 10.189 eV
- ΔE to the lowest compared entry with this formula, charge and spin: 212.19 kJ/mol
- E_HOMO: -0.343 Eh
- Structure (SMILES): O=C1[C@H]2[C@H]3C=C[C@@H]4[C@H]3O[C@H]2C[C@H]14

Positions of all 22 atoms, in Å:
O  1.15055  2.39720  0.20356
O  -0.36308  -1.52355  -1.20708
C  0.55333  1.39388  -0.21032
C  -0.21099  -0.01200  2.08668
C  1.12071  -0.37132  1.83246
C  -1.12586  0.64364  -1.54437
C  0.08264  -0.30006  -1.74517
C  -0.27526  -1.43473  0.20197
C  -0.92578  1.06710  -0.06632
C  -1.03613  -0.23188  0.84319
C  1.19615  0.12749  -0.73173
C  1.16647  -0.94051  0.41353
H  -0.57371  0.49449  2.99642
H  1.94529  -0.29623  2.52710
H  -1.05415  1.51773  -2.20881
H  -2.03671  0.12180  -1.76388
H  0.41741  -0.37519  -2.81097
H  -0.47711  -2.38450  0.69093
H  -1.51202  1.94728  0.28779
H  -2.10491  -0.46152  1.07275
H  2.18934  0.32905  -1.14899
H  1.87382  -1.70816  0.28125



[3]
A molecular structure, C23H32CuIN6, computed with the ωB97M-V functional and the def2-TZVPD basis.

Values from the calculation:
- Kohn-Sham gap (spin up / spin down): 5.463 / 6.277 eV
- Total charge: -1
- Expectation value of S²: 0.755
- ΔE to the lowest compared entry with this formula, charge and spin: 208.20 kJ/mol
- Spin multiplicity: 2
- E_HOMO (spin up / spin down): -0.101 / -0.131 Eh

Positions of all 63 atoms, in Å:
Cu  0.88910  -0.74649  1.47757
I  -0.09220  -0.74229  4.41247
C  -1.19170  -2.42809  3.65477
C  -1.72690  -3.24549  4.61877
C  -2.56470  -4.29899  4.24607
C  -2.90970  -4.45279  2.93067
C  -2.37650  -3.60519  1.93677
C  -2.78940  -3.73779  0.59927
C  -2.21660  -2.95589  -0.37283
C  -1.17960  -2.08399  -0.04963
C  -0.72650  -1.86099  1.25557
C  -1.41140  -2.60059  2.27367
H  -1.50200  -3.08089  5.66347
H  -2.94540  -4.97259  5.00427
H  -3.58550  -5.24629  2.62827
H  -3.55540  -4.46669  0.35917
H  -2.54420  -3.04039  -1.40553
H  -0.69740  -1.56029  -0.86513
C  2.29480  -2.28139  -1.23223
N  2.10550  -1.87379  -2.60343
C  3.10630  -2.20999  -3.58313
C  2.55010  -1.51349  -4.81633
N  1.90780  -0.34119  -4.25123
C  0.98330  0.31211  -5.14253
C  1.55290  -0.64239  -2.90353
N  0.89730  -0.01139  -2.03473
C  0.30430  1.28571  -2.13713
C  -0.57280  1.59351  -0.90073
N  0.12980  2.37011  0.07317
C  -0.34660  3.12191  0.96357
N  0.49520  3.67301  1.92277
C  1.68200  2.97491  2.34347
C  -0.27560  4.30801  2.96627
C  -1.59680  4.59571  2.27447
N  -1.65620  3.59681  1.22597
C  -2.59780  3.95131  0.19787
H  2.92590  -3.16869  -1.21163
H  1.32850  -2.51799  -0.79143
H  2.73880  -1.49359  -0.61953
H  3.18740  -3.29339  -3.70333
H  4.10150  -1.81349  -3.32123
H  1.82020  -2.16619  -5.32443
H  3.32000  -1.22469  -5.53773
H  1.45280  0.39461  -6.12503
H  0.76690  1.31611  -4.78553
H  0.03820  -0.23959  -5.25293
H  -0.34300  1.38031  -3.02503
H  1.08670  2.05191  -2.20293
H  -0.84040  0.64021  -0.43193
H  -1.49650  2.06931  -1.26373
H  1.89120  2.16091  1.64077
H  1.53620  2.53461  3.33737
H  2.53030  3.66471  2.38167
H  0.22780  5.21381  3.31667
H  -0.40930  3.63201  3.82467
H  -1.60350  5.61361  1.84737
H  -2.45890  4.49711  2.94187
H  -3.51920  4.27551  0.68637
H  -2.83260  3.09711  -0.43083
H  -2.22640  4.77671  -0.42893
C  2.59810  0.07671  1.30767
H  3.39590  0.17251  2.05257
H  2.94620  0.56611  0.38917



[4]
A molecular structure, C17H29ClLuSi2, computed with the ωB97M-V functional and the def2-TZVPD basis.

Values from the calculation:
- Kohn-Sham gap: 5.681 eV
- Total charge: -1
- E_HOMO: -0.112 Eh

Positions of all 50 atoms, in Å:
C  0.92658  -1.56407  0.44910
C  0.88260  -1.45028  -0.98343
C  -0.46079  -1.73335  -1.42276
H  1.72731  -1.20694  -1.62845
C  -1.21628  -2.08113  -0.25575
C  -0.37116  -1.95549  0.88612
H  -0.65282  -2.18223  1.91164
H  1.80569  -1.46435  1.08804
H  -0.81446  -1.78989  -2.45553
H  -2.23473  -2.45080  -0.22275
Lu  -0.50017  0.33059  -0.17864
Cl  1.43707  1.83234  0.18355
C  0.04339  2.65196  -3.87087
C  -1.18221  2.01589  -4.22216
C  -0.87348  0.79925  -4.89248
H  -2.17664  2.40032  -4.02523
C  0.54766  0.69288  -4.97390
C  1.11407  1.83766  -4.33578
H  2.17118  2.06820  -4.24616
H  0.14567  3.59879  -3.35189
H  -1.59396  0.09603  -5.29755
H  1.10032  -0.10462  -5.46036
C  -1.36433  3.71778  1.83101
Si  -2.40859  2.69659  0.64926
C  -4.11077  3.51058  0.53169
C  -1.54428  2.76677  -1.04745
C  -2.47278  0.88960  1.07048
Si  -2.75556  0.41434  2.84485
C  -3.93599  1.55776  3.77409
C  -3.53156  -1.31192  2.84494
C  -1.13015  0.31267  3.79506
H  -1.57152  4.78626  1.67546
H  -0.29234  3.56772  1.64338
H  -1.55995  3.49648  2.88704
H  -4.03617  4.54443  0.15635
H  -4.76090  2.95609  -0.16496
H  -4.61602  3.55720  1.50977
H  -0.43487  2.66089  -1.00497
H  -1.93876  2.06721  -1.80109
H  -1.68599  3.77847  -1.45279
H  -3.27755  0.38402  0.47069
H  -4.92063  1.60321  3.28564
H  -4.10421  1.16047  4.78720
H  -3.57072  2.58839  3.88554
H  -2.85215  -2.06815  2.42454
H  -3.79104  -1.60534  3.87525
H  -4.45777  -1.31404  2.24978
H  -0.43384  -0.42646  3.37219
H  -0.60608  1.27624  3.83670
H  -1.34185  0.00940  4.83151



Which strongest force on any atom belongs to each record? In order, 4.8, 3.8, 1.1, 2.6 eV/A.